## 1
8
Properties=species:S:1:pos:R:3 method="wB97M-V/def2-TZVPD" gap_ha=0.2833 homo_ev=-3.504 lumo_energy_ev=4.2 charge=-1
S -2.88646 0.07001 -0.33597
O -0.53286 1.46033 -0.73672
O -2.28389 -1.27207 -0.54302
O -3.77195 0.11258 0.84375
N -1.41759 1.06687 0.34736
C -0.01694 0.34410 -0.10888
H -0.17474 -0.61623 -0.57790
H 0.78399 0.48943 0.60007

---

## 2
8
Properties=species:S:1:pos:R:3 method="wB97M-V/def2-TZVPD" gap_ha=0.3168 homo_ev=-4.376 lumo_energy_ev=4.2 smiles="C=NS(=O)(=O)[O-]" charge=-1
S -1.25963 -0.38873 -0.35623
O -1.93115 -0.33773 -1.65626
O -0.77838 -1.71305 0.04114
O -1.82005 0.45124 0.76635
N 0.70559 0.47047 -0.68339
C 1.44030 0.39726 0.29721
H 1.07049 0.29158 1.38641
H 2.57282 0.82897 0.20477

---

It turns out 2 is the most stable, with the second structure 0.0684 hartree higher.

---

## 1
14
Properties=species:S:1:pos:R:3 method="wB97M-V/def2-TZVPD" gap_ha="0.2947 / 0.3010" homo_ev="-7.328 / -7.454" lumo_energy_ev="0.7 / 0.7"
Cl 1.27251 1.85113 0.11215
N -0.36891 -1.53687 1.59255
C 0.21677 0.62743 -0.43129
C 0.61976 -0.77851 1.52046
C 0.72894 -0.26965 -1.51050
C -1.20852 0.86982 -0.28232
H 0.20886 -1.22857 -1.37228
H -0.44652 -2.20711 2.47838
H -1.70198 1.49118 -0.99179
H -1.39894 1.52598 0.60087
H -1.80916 0.05113 -0.06574
H 0.67359 0.29424 -2.45237
H 1.43651 -0.35731 2.08718
H 1.77707 -0.33287 -1.28529

---

## 2
14
Properties=species:S:1:pos:R:3 method="wB97M-V/def2-TZVPD" gap_ha=0.3888 homo_ev=-9.575 lumo_energy_ev=1.0 smiles=C[C@@H]1[C@H](C)N1Cl
Cl 2.64874 0.04726 1.31336
N 0.93007 -0.04364 1.01395
C -0.63804 -1.61256 -0.14712
C -0.70019 1.56878 0.03065
C 0.49301 0.78401 -0.18613
C 0.55986 -0.70157 -0.23608
H -1.52062 0.87305 0.09301
H -1.46516 -0.92873 -0.46688
H -0.78590 -2.06948 0.75851
H -1.02321 2.19438 -0.77545
H 1.33891 1.29082 -0.60235
H -0.63267 -2.48208 -0.87160
H 1.38954 -0.98171 -0.92290
H -0.59435 2.06146 0.99905

---

## 3
14
Properties=species:S:1:pos:R:3 method="wB97M-V/def2-TZVPD" gap_ha=0.3895 homo_ev=-9.678 lumo_energy_ev=0.9 smiles=C[C@@]1(CCl)CN1
Cl 1.87371 -0.06686 0.02596
N -0.53795 0.93150 0.78722
C 0.43069 -0.95340 -0.10870
C -0.80025 -0.03354 -0.19877
C -0.69230 1.36327 -0.55966
C -2.08845 -0.98182 0.00089
H -3.06155 -0.35698 -0.29715
H 0.57517 -1.73069 -0.98849
H -2.32229 -1.35030 1.00244
H 0.18229 1.89614 -1.02580
H -1.68530 1.84875 -0.56875
H -1.45690 1.33710 0.98305
H -1.85276 -1.86328 -0.75886
H 0.43582 -1.53180 0.89922

---

It turns out 2 is the most stable, with the second structure 0.0243 hartree higher.

---

## 1
10
Properties=species:S:1:pos:R:3 method="wB97M-V/def2-TZVPD" gap_ha=0.3987 homo_ev=-10.327 lumo_energy_ev=0.5
O 1.34050 0.91261 0.13572
O 1.98140 -1.30072 0.16595
O -1.25090 -1.01438 0.51759
C -0.09536 1.14420 0.12632
C 1.16831 -0.44073 0.02855
C -0.33768 -0.31519 -0.26587
H -0.45129 1.37526 1.13305
H -0.52654 -0.42857 -1.34158
H -0.37572 1.92177 -0.58607
H -1.45273 -1.85426 0.08635

---

## 2
10
Properties=species:S:1:pos:R:3 method="wB97M-V/def2-TZVPD" gap_ha="0.2658 / 0.2661" homo_ev="-7.426 / -7.428" lumo_energy_ev="-0.2 / -0.2"
O 2.74923 -0.25404 0.09981
O 0.52943 1.50497 -0.06593
O -2.41752 0.17955 -0.17607
C -1.45440 -0.65944 -0.15396
C 0.61337 0.25782 -0.45110
C 1.64615 -0.69655 -0.02282
H 1.17570 -1.61977 0.15634
H -2.18472 1.07768 0.28156
H 1.16351 1.90731 0.67002
H -1.82074 -1.69753 -0.33784

---

## 3
10
Properties=species:S:1:pos:R:3 method="wB97M-V/def2-TZVPD" gap_ha=0.3944 homo_ev=-10.206 lumo_energy_ev=0.5
O -2.40194 -0.41744 0.47235
O -0.10904 -0.55809 0.66388
O 2.08820 1.13322 -1.40779
C -1.41818 -1.07164 0.77428
C 1.63669 0.26879 -0.67340
C 0.28203 0.64278 0.11136
H -1.51947 -2.24730 1.06379
H 0.53442 1.48034 1.08077
H -0.73927 1.21345 -0.59877
H 2.10330 -0.74766 -0.64679

---

It turns out 1 is the most stable, with the second structure 0.0749 hartree higher.